# 1
104
Properties=species:S:1:pos:R:3:lowdin_charge:R:1 method="wB97M-V/def2-TZVPD" gap_ev=5.3 charge=-2 lumo_energy_ev=4.14 e_above_lowest_kj_mol=0.0 e_tot_ha=-4761.42581 multiplicity=1
Ag 0.317 -2.345 0.623 0.491
O -0.853 -5.247 1.246 -0.109
N -1.265 -4.324 0.284 -0.026
C -1.726 -4.933 -0.759 -0.134
C -2.319 -4.350 -1.925 -0.203
C -3.312 -5.120 -2.568 -0.058
C -3.954 -4.689 -3.702 -0.104
C -3.589 -3.475 -4.281 -0.081
C -2.626 -2.701 -3.663 -0.101
C -1.996 -3.094 -2.486 -0.279
P -0.811 -1.927 -1.694 1.064
C -2.110 -0.650 -1.512 -0.384
C -2.932 -0.794 -0.395 -0.104
C -4.079 -0.035 -0.271 -0.105
C -4.417 0.892 -1.249 -0.105
C -3.577 1.076 -2.333 -0.106
C -2.434 0.308 -2.468 -0.113
C 0.102 -1.377 -3.168 -0.371
C 0.652 -0.100 -3.224 -0.146
C 1.392 0.297 -4.322 -0.131
C 1.592 -0.572 -5.383 -0.121
C 1.077 -1.857 -5.319 -0.099
C 0.351 -2.261 -4.214 -0.100
H -0.660 -4.701 2.062 0.006
H -1.755 -6.027 -0.724 0.122
H -3.589 -6.069 -2.127 0.102
H -4.743 -5.285 -4.145 0.092
H -4.059 -3.138 -5.196 0.095
H -2.362 -1.750 -4.103 0.101
H -2.652 -1.519 0.368 0.096
H -4.730 -0.173 0.583 0.098
H -5.329 1.467 -1.159 0.094
H -3.829 1.807 -3.092 0.099
H -1.786 0.456 -3.323 0.098
H 0.530 0.564 -2.377 0.015
H 1.832 1.286 -4.342 0.100
H 2.161 -0.257 -6.248 0.091
H 1.251 -2.552 -6.130 0.092
H -0.033 -3.272 -4.162 0.104
Cl 4.114 -0.587 -2.830 0.705
C 4.254 -1.997 -1.830 -0.582
C 5.457 -2.677 -1.839 -0.163
C 5.608 -3.806 -1.065 -0.641
Cl 7.146 -4.639 -1.089 0.599
C 4.566 -4.297 -0.268 -0.197
C 4.652 -5.464 0.517 -0.055
C 3.562 -5.861 1.246 -0.070
C 2.393 -5.094 1.193 -0.139
N 2.285 -4.001 0.471 0.099
C 3.330 -3.584 -0.256 -0.137
C 3.132 -2.373 -1.046 -0.417
O 2.051 -1.743 -1.017 -0.265
H 6.271 -2.316 -2.453 0.092
H 5.575 -6.029 0.528 0.073
H 3.591 -6.761 1.844 0.091
H 1.516 -5.393 1.750 0.087
C -0.592 -1.633 4.936 -0.109
O -0.178 -1.512 3.580 -0.191
C -0.144 -2.620 2.785 -0.429
O -0.440 -3.703 3.332 -0.126
H -1.240 -0.783 5.148 0.059
H 0.275 -1.611 5.602 0.081
H -1.136 -2.572 5.071 0.068
C 1.434 4.217 -1.516 -0.232
Si -0.092 4.322 -0.363 0.357
C -1.602 3.912 -1.472 -0.219
C -0.277 6.210 -0.027 -0.227
Si 0.129 2.796 1.430 -0.109
Te 0.786 0.632 0.437 0.464
Si 1.910 3.608 2.773 0.368
C 2.151 2.543 4.349 -0.223
C 3.539 3.472 1.778 -0.232
C 1.868 5.429 3.414 -0.224
Si -1.791 3.115 2.771 0.387
C -2.111 4.932 3.329 -0.220
C -3.483 2.601 2.028 -0.217
C -1.662 2.133 4.410 -0.220
H 1.259 4.622 -2.510 0.014
H 1.724 3.177 -1.631 -0.008
H 2.284 4.743 -1.089 0.004
H -1.666 4.528 -2.368 0.020
H -2.530 4.036 -0.923 0.006
H -1.556 2.875 -1.787 -0.004
H -0.339 6.794 -0.944 0.013
H 0.566 6.588 0.544 -0.004
H -1.176 6.412 0.548 -0.005
H 2.038 1.497 4.089 0.017
H 1.400 2.771 5.099 -0.002
H 3.126 2.661 4.817 0.014
H 3.581 2.491 1.316 0.000
H 4.443 3.600 2.370 0.014
H 3.564 4.204 0.977 0.002
H 1.019 5.585 4.074 -0.007
H 1.761 6.121 2.585 -0.004
H 2.762 5.715 3.964 0.013
H -2.291 5.566 2.466 -0.002
H -1.248 5.334 3.849 -0.006
H -2.967 5.024 3.994 0.015
H -3.645 3.082 1.067 0.002
H -4.332 2.855 2.664 0.020
H -3.500 1.532 1.855 0.000
H -0.967 2.601 5.102 0.006
H -1.282 1.143 4.190 -0.003
H -2.614 2.020 4.925 0.020


# 2
101
Properties=species:S:1:pos:R:3:lowdin_charge:R:1 method="wB97M-V/def2-TZVPD" gap_ev="5.8 / 5.8" charge=+2 lumo_energy_ev="-6.78 / -6.15" e_tot_ha=-5692.80772 multiplicity=1
Al 0.037 0.017 0.931 0.339
N 3.929 -0.502 0.419 0.216
C 3.110 0.545 0.557 -0.457
N 3.660 1.674 1.019 0.184
C 2.831 2.570 1.542 -0.402
N 3.369 3.449 2.397 0.235
N 1.499 2.536 1.312 0.019
C 1.034 1.668 0.242 -0.382
N 1.804 0.398 0.303 -0.030
C 1.025 2.358 -1.094 -0.240
C 1.650 3.584 -1.315 -0.001
C 1.534 4.214 -2.542 -0.020
C 0.763 3.630 -3.536 -0.028
C 0.150 2.428 -3.252 -0.125
N 0.282 1.803 -2.078 -0.060
H 4.883 -0.403 0.723 0.126
H 3.557 -1.417 0.236 0.098
H 4.373 3.427 2.487 0.132
H 2.863 4.263 2.704 0.093
H 2.237 4.038 -0.530 0.113
H 2.043 5.152 -2.722 0.126
H 0.640 4.092 -4.504 0.122
H -0.499 1.948 -3.977 0.118
I -2.270 4.318 -0.528 0.155
I -2.963 6.033 1.397 0.143
C 2.082 -6.172 -5.596 -0.034
C 1.446 -5.434 -4.455 -0.250
C 0.196 -5.792 -3.966 0.007
C -0.407 -5.111 -2.917 -0.301
C -1.741 -5.564 -2.395 -0.084
C 0.266 -4.022 -2.350 -0.475
Se -0.746 -2.987 -1.027 0.701
C 1.568 -3.697 -2.754 -0.314
C 2.444 -2.692 -2.056 -0.096
C 2.122 -4.402 -3.818 -0.011
H 1.345 -6.728 -6.171 0.083
H 2.815 -6.884 -5.213 0.094
H 2.606 -5.485 -6.260 0.085
H -0.330 -6.624 -4.419 0.126
H -2.054 -6.486 -2.878 0.086
H -2.507 -4.803 -2.564 0.072
H -1.687 -5.729 -1.317 0.073
H 2.073 -2.490 -1.050 0.023
H 2.532 -1.748 -2.604 0.081
H 3.455 -3.095 -1.977 0.093
H 3.125 -4.149 -4.146 0.129
C -2.312 -0.069 -1.901 -0.334
Te -0.257 -0.577 -1.748 1.470
C -0.358 -0.891 -3.881 -0.276
C -1.807 -0.743 -4.261 -0.277
C -2.202 -0.972 -5.578 -0.022
C -3.538 -0.884 -5.925 -0.053
C -4.491 -0.577 -4.962 -0.053
C -4.100 -0.338 -3.657 -0.025
C -2.755 -0.402 -3.303 -0.276
H -2.422 0.998 -1.692 0.056
H -2.875 -0.628 -1.153 0.070
H 0.010 -1.897 -4.087 0.070
H 0.295 -0.177 -4.383 0.074
H -1.457 -1.223 -6.322 0.125
H -3.836 -1.071 -6.948 0.116
H -5.537 -0.522 -5.229 0.116
H -4.839 -0.095 -2.903 0.123
C 0.225 -1.704 4.239 -0.075
C 0.768 -0.276 4.337 -0.667
C 2.172 -0.239 3.726 -0.085
C 0.829 0.208 5.784 -0.064
P -0.301 0.804 3.228 1.132
C 0.160 2.546 3.397 -0.252
C 0.471 3.254 2.095 -0.282
C 0.743 4.717 2.260 -0.062
C 0.605 5.352 3.448 -0.082
C 0.245 4.641 4.616 -0.017
C 0.013 3.261 4.558 -0.077
C -2.151 0.703 3.585 -0.652
C -2.742 1.833 2.724 -0.099
C -2.554 0.878 5.044 -0.056
C -2.681 -0.629 3.032 -0.089
H 0.955 -2.403 4.650 0.105
H 0.056 -1.988 3.194 0.069
H -0.701 -1.831 4.797 0.080
H 2.863 -0.786 4.369 0.107
H 2.547 0.782 3.629 0.080
H 2.172 -0.715 2.744 0.056
H 1.431 -0.492 6.366 0.103
H -0.154 0.261 6.250 0.071
H 1.305 1.187 5.846 0.080
H -0.410 3.170 1.437 0.065
H 0.998 5.267 1.361 0.121
H 0.776 6.419 3.512 0.124
H 0.171 5.161 5.560 0.119
H -0.249 2.747 5.474 0.099
H -2.423 2.817 3.069 0.069
H -3.831 1.800 2.775 0.106
H -2.447 1.717 1.675 0.047
H -2.220 1.836 5.441 0.077
H -2.167 0.080 5.676 0.076
H -3.643 0.853 5.114 0.104
H -2.244 -0.861 2.054 0.029
H -3.763 -0.561 2.909 0.102
H -2.487 -1.468 3.696 0.078